Entry 1:
11
Properties=species:S:1:pos:R:3 method="wB97M-V/def2-TZVPD" multiplicity=1 total_charge=+1 relative_energy_ev=4.465 lumo_energy_ev="-6.9 / -6.9"
O -0.03 1.12 1.09
N -0.31 -0.19 -0.96
C 0.03 -1.24 1.16
C -0.16 -1.34 -0.19
C 0.29 1.12 -0.42
H -0.35 -0.31 -1.96
H -1.00 1.01 0.97
H 0.29 -2.36 -0.45
H -0.17 -1.02 2.16
H 1.42 1.15 -0.60
H -0.01 2.05 -0.81

=====

Entry 2:
30
Properties=species:S:1:pos:R:3 method="wB97M-V/def2-TZVPD" multiplicity=1 total_charge=0 relative_energy_ev=3.844 lumo_energy_ev=0.7
Si 0.06 0.17 0.28
O -2.31 -0.41 1.81
C -1.17 0.80 -2.31
C 3.01 -0.10 1.20
C 2.37 1.35 -0.78
C 1.94 0.53 0.20
C -1.59 -2.29 -0.44
C -0.92 -0.13 1.92
C -1.55 2.49 -0.46
C -0.91 1.19 -1.05
C 0.81 -2.36 -0.96
C -0.21 -1.62 -0.47
H -0.45 -1.02 2.33
H -1.98 -2.21 -1.43
H -1.86 2.12 0.56
H -1.60 -3.34 -0.13
H -2.26 -1.81 0.23
H 2.87 0.52 2.14
H 0.51 -3.35 -1.24
H -0.75 0.65 2.71
H 1.83 -2.07 -1.27
H 1.86 1.89 -1.56
H 3.38 1.65 -0.79
H -0.77 -0.13 -2.73
H 4.08 0.18 0.95
H -1.01 3.38 -0.28
H -1.90 1.28 -2.89
H 2.67 -1.12 1.37
H -2.44 2.88 -1.01
H -2.63 0.27 1.16

=====

Entry 3:
12
Properties=species:S:1:pos:R:3 method="wB97M-V/def2-TZVPD" multiplicity=1 total_charge=0 relative_energy_ev=1.635 lumo_energy_ev=0.3
O -2.49 1.67 0.12
N 0.23 0.15 0.01
N 1.59 -1.44 0.86
C 1.88 -1.30 -0.51
C 0.63 -0.49 1.19
C 1.05 -0.33 -0.98
H 0.18 -0.45 2.09
H -3.09 1.43 0.83
H -0.63 0.61 0.07
H -2.96 1.91 -0.75
H 2.62 -1.98 -0.93
H 0.99 0.22 -1.99

=====

Entry 4:
18
Properties=species:S:1:pos:R:3 method="wB97M-V/def2-TZVPD" multiplicity=1 total_charge=0 relative_energy_ev=6.436 lumo_energy_ev=0.5
O -1.21 -0.61 -1.49
O 0.30 0.08 1.65
N 1.96 -1.23 0.06
N -2.04 -0.60 0.62
C 1.42 0.06 -0.64
C 0.11 1.96 -0.27
C -1.13 -0.26 -0.29
C 0.22 0.56 0.26
H 1.25 0.25 -1.74
H -0.61 2.56 0.46
H -0.61 2.12 -1.21
H 2.50 0.63 -0.35
H -2.80 -1.04 0.33
H 2.86 -1.42 -0.64
H 0.86 2.76 -0.16
H 1.60 -0.38 1.10
H -2.18 -0.36 1.67
H 1.21 -2.02 0.09

=====

Please write out number 2 again, unchanged.
30
Properties=species:S:1:pos:R:3 method="wB97M-V/def2-TZVPD" multiplicity=1 total_charge=0 relative_energy_ev=3.844 lumo_energy_ev=0.7
Si 0.06 0.17 0.28
O -2.31 -0.41 1.81
C -1.17 0.80 -2.31
C 3.01 -0.10 1.20
C 2.37 1.35 -0.78
C 1.94 0.53 0.20
C -1.59 -2.29 -0.44
C -0.92 -0.13 1.92
C -1.55 2.49 -0.46
C -0.91 1.19 -1.05
C 0.81 -2.36 -0.96
C -0.21 -1.62 -0.47
H -0.45 -1.02 2.33
H -1.98 -2.21 -1.43
H -1.86 2.12 0.56
H -1.60 -3.34 -0.13
H -2.26 -1.81 0.23
H 2.87 0.52 2.14
H 0.51 -3.35 -1.24
H -0.75 0.65 2.71
H 1.83 -2.07 -1.27
H 1.86 1.89 -1.56
H 3.38 1.65 -0.79
H -0.77 -0.13 -2.73
H 4.08 0.18 0.95
H -1.01 3.38 -0.28
H -1.90 1.28 -2.89
H 2.67 -1.12 1.37
H -2.44 2.88 -1.01
H -2.63 0.27 1.16